A cluster of 22 separate species, C98H121F13N2O9S7 in total. Source: the OMol25 dataset; level of theory: the ωB97M-V functional and the def2-TZVPD basis.

max |F| = 4.4 eV Å⁻¹
E_tot = -8678.79265 hartree
HOMO = -8.63 eV
2S+1 = 1

Geometry (Å):
C (-4.88180, 5.42038, 3.72190)
S (-4.00869, 4.06267, 4.48084)
O (-4.87512, 2.84784, 4.25275)
C (-2.69839, 3.90753, 3.32288)
H (-4.19922, 6.26170, 3.61672)
H (-5.69287, 5.91486, 4.36377)
H (-5.31038, 5.05857, 2.76615)
H (-2.13603, 3.06163, 3.67788)
H (-2.04330, 4.75398, 3.19201)
H (-3.13904, 3.62823, 2.31611)
C (2.45232, 3.70835, 5.89964)
S (1.69726, 4.24594, 4.40662)
O (0.36237, 4.87939, 4.74360)
C (1.13859, 2.55739, 3.95207)
H (1.64673, 3.27593, 6.46656)
H (2.88693, 4.55371, 6.35660)
H (3.13676, 2.97789, 5.63192)
H (1.95297, 1.86188, 3.86611)
H (0.67448, 2.54253, 2.91621)
H (0.42377, 2.27662, 4.73074)
C (-9.33628, 0.95171, 2.81295)
S (-9.30708, 2.68409, 2.45956)
O (-9.23725, 2.77672, 0.94380)
C (-7.66581, 3.03839, 3.02674)
H (-8.43275, 0.52914, 2.27297)
H (-10.25080, 0.52119, 2.52669)
H (-9.31822, 0.82794, 3.87822)
H (-6.96359, 2.56593, 2.34174)
H (-7.55073, 2.81944, 4.05674)
H (-7.50360, 4.08648, 2.87746)
C (-5.62260, -3.97649, 1.26969)
S (-4.03555, -4.16147, 2.04104)
O (-3.58417, -5.46850, 1.49177)
C (-3.21334, -2.79558, 1.20141)
H (-6.13679, -3.05395, 1.49242)
H (-6.16783, -4.77872, 1.73054)
H (-5.53780, -4.24433, 0.19009)
H (-3.77216, -1.96898, 1.55719)
H (-3.25215, -3.01322, 0.14325)
H (-2.16066, -2.85580, 1.57570)
C (-7.56751, 4.57227, -1.17378)
S (-5.86708, 4.97453, -0.65431)
O (-6.09421, 5.54493, 0.73938)
C (-5.19792, 3.35268, -0.49337)
H (-7.98309, 5.55252, -1.60529)
H (-8.09113, 4.23103, -0.27700)
H (-7.52155, 3.77112, -1.91338)
H (-4.40880, 3.33140, 0.25117)
H (-4.75098, 3.02193, -1.44311)
H (-5.94690, 2.63207, -0.17387)
C (-4.13566, -6.07109, -1.38849)
S (-3.78491, -4.71217, -2.43339)
O (-3.99839, -3.43233, -1.70457)
C (-1.98054, -4.89674, -2.49165)
H (-3.49758, -6.17262, -0.50825)
H (-4.10998, -6.96208, -2.01496)
H (-5.20568, -5.93175, -1.02522)
H (-1.73594, -5.84863, -2.93252)
H (-1.66407, -4.81061, -1.46025)
H (-1.60669, -4.10034, -3.17444)
C (7.03108, -3.91770, -0.37337)
S (6.81215, -5.19598, 0.96777)
O (7.06442, -4.43477, 2.22627)
C (4.98693, -5.33074, 0.80113)
H (6.83657, -4.38762, -1.32585)
H (8.08785, -3.59285, -0.37821)
H (6.32487, -3.08496, -0.21069)
H (4.71675, -5.75920, -0.13558)
H (4.55889, -4.34126, 0.88474)
H (4.52218, -6.02710, 1.49307)
F (-5.29975, -2.35607, 6.53806)
C (-4.17937, -1.62909, 6.34209)
C (-2.95592, -2.24349, 6.60667)
C (-1.83975, -1.52209, 6.20894)
C (-1.93588, -0.22827, 5.69747)
C (-3.19449, 0.41623, 5.64652)
C (-4.28855, -0.32696, 5.93639)
H (-2.88637, -3.28947, 6.91400)
H (-0.85196, -1.95295, 6.14174)
H (-1.03388, 0.22163, 5.27101)
H (-3.47151, 1.39230, 5.24179)
H (-5.28545, 0.03196, 5.84013)
F (1.56449, 4.71518, 0.80185)
C (0.38607, 5.43824, 0.65197)
C (-0.47552, 4.86686, -0.26278)
C (-1.76142, 5.39954, -0.25743)
C (-2.13248, 6.42035, 0.58239)
C (-1.19581, 6.99980, 1.44910)
C (0.07594, 6.44654, 1.59795)
H (-0.07452, 4.07388, -0.88688)
H (-2.50688, 5.02954, -0.99813)
H (-3.11891, 6.73244, 0.53357)
H (-1.43665, 7.93572, 2.00894)
H (0.79540, 6.72221, 2.34327)
F (-3.66349, 5.40057, -4.50657)
C (-4.36126, 4.22767, -4.41248)
C (-3.53930, 3.17574, -4.02514)
C (-4.12650, 1.93131, -3.84340)
C (-5.46113, 1.75939, -4.08175)
C (-6.23664, 2.82837, -4.45542)
C (-5.73750, 4.11346, -4.56877)
H (-2.46324, 3.29922, -3.86863)
H (-3.50293, 1.11861, -3.54984)
H (-5.88233, 0.76647, -3.93397)
H (-7.27466, 2.69170, -4.58649)
H (-6.34250, 4.94475, -4.79585)
F (8.25265, -0.81417, 3.87146)
C (8.20610, -0.18487, 2.73343)
C (9.37427, 0.18659, 2.18867)
C (9.37689, 0.93724, 0.97194)
C (8.15585, 1.27521, 0.33747)
C (6.98926, 0.76036, 0.95618)
C (6.99694, 0.05660, 2.14478)
H (10.28665, -0.01222, 2.75673)
H (10.26875, 1.26863, 0.50606)
H (8.14467, 1.73651, -0.65824)
H (6.12831, 0.96048, 0.32246)
H (6.07160, -0.20080, 2.69929)
F (1.03959, -2.31922, -2.71410)
C (1.61792, -2.79175, -3.74758)
C (2.38268, -1.96957, -4.56121)
C (2.92763, -2.49682, -5.72563)
C (2.49777, -3.72346, -6.19980)
C (1.60679, -4.50433, -5.45615)
C (1.18442, -4.01179, -4.23310)
H (2.57579, -0.94868, -4.24443)
H (3.60941, -1.87801, -6.29816)
H (2.89926, -4.11862, -7.12237)
H (1.24344, -5.47346, -5.84696)
H (0.42339, -4.52278, -3.64690)
F (-1.14196, -8.32073, -0.93024)
C (-0.29527, -7.29303, -0.65307)
C (0.67857, -7.08256, -1.58546)
C (1.51223, -5.97607, -1.49221)
C (1.38771, -5.13329, -0.36154)
C (0.51240, -5.52054, 0.66222)
C (-0.43472, -6.53246, 0.49572)
H (0.75899, -7.82092, -2.39418)
H (2.37502, -5.90147, -2.21337)
H (1.97277, -4.24412, -0.18876)
H (0.44628, -4.87588, 1.58083)
H (-1.17189, -6.71494, 1.22933)
F (3.68385, -2.81462, -1.32877)
C (4.46774, -2.00477, -2.15951)
C (4.26458, -0.63574, -2.06780)
C (4.93200, 0.12617, -2.98814)
C (5.72188, -0.43026, -3.97862)
C (5.93417, -1.84193, -3.95957)
C (5.23141, -2.64924, -3.10391)
H (3.41830, -0.25280, -1.50312)
H (4.81928, 1.22463, -2.94433)
H (6.15555, 0.10352, -4.77443)
H (6.45515, -2.31657, -4.74940)
H (5.38900, -3.75405, -3.08826)
F (-5.86381, 0.22132, 0.37755)
C (-6.56603, 0.07691, -0.74503)
C (-7.68962, 0.79622, -1.01319)
C (-8.37499, 0.56226, -2.19117)
C (-7.95356, -0.48658, -3.01587)
C (-6.82241, -1.23989, -2.69536)
C (-6.04915, -0.99982, -1.54912)
H (-7.90992, 1.44854, -0.21494)
H (-9.27012, 1.10009, -2.32574)
H (-8.42735, -0.79172, -3.89445)
H (-6.55618, -1.87282, -3.47738)
H (-5.08186, -1.51524, -1.40718)
F (1.71392, -1.52198, 4.47767)
C (2.77193, -2.37547, 4.45826)
C (3.99221, -1.97781, 3.87174)
C (5.05944, -2.80758, 4.09068)
C (4.82065, -4.06381, 4.57839)
C (3.58875, -4.45897, 5.06008)
C (2.52342, -3.60268, 5.06257)
H (4.14171, -0.95923, 3.48656)
H (6.05851, -2.61910, 3.79931)
H (5.63071, -4.79752, 4.61673)
H (3.52162, -5.50301, 5.44361)
H (1.52819, -3.80748, 5.48532)
F (-0.78859, -0.37989, -4.39632)
C (-1.06519, -1.37236, -5.29061)
C (-0.35507, -1.45697, -6.48672)
C (-0.87654, -2.32574, -7.43857)
C (-2.03235, -3.00548, -7.22431)
C (-2.69332, -2.92531, -5.97374)
C (-2.21565, -2.06789, -4.97654)
H (0.59899, -0.92807, -6.57093)
H (-0.27822, -2.41580, -8.32375)
H (-2.33458, -3.71352, -7.98138)
H (-3.58601, -3.57684, -5.83419)
H (-2.49328, -1.93850, -3.89517)
F (2.83018, 2.89976, -10.59665)
C (2.01929, 2.68857, -9.54316)
C (1.97269, 3.68135, -8.62754)
C (1.07478, 3.56560, -7.54406)
C (0.23239, 2.43157, -7.48455)
C (0.40281, 1.37191, -8.43251)
C (1.28067, 1.48721, -9.50483)
H (2.44212, 4.62717, -8.87825)
H (0.95828, 4.32752, -6.83581)
H (-0.47428, 2.28133, -6.65671)
H (-0.22705, 0.48924, -8.37452)
H (1.35878, 0.80634, -10.42654)
F (2.58420, 0.88737, -5.91241)
C (2.53105, 1.88346, -4.99302)
C (1.69695, 1.73705, -3.81595)
C (1.87828, 2.65461, -2.84043)
C (2.89263, 3.62158, -2.94289)
C (3.68683, 3.73323, -4.03847)
C (3.48580, 2.86058, -5.15399)
H (0.91133, 0.97795, -3.81161)
H (1.39200, 2.58749, -1.86280)
H (3.09906, 4.17911, -1.95008)
H (4.45852, 4.49536, -4.21401)
H (4.05380, 2.94681, -6.11903)
F (1.61568, -0.27003, 0.81376)
C (0.34843, 0.06771, 0.80624)
C (-0.40802, 0.08161, 1.91323)
C (-1.75042, 0.53909, 1.82038)
C (-2.26240, 0.90909, 0.59159)
C (-1.44500, 0.98816, -0.55579)
C (-0.11331, 0.57557, -0.42214)
H (-0.01013, -0.24408, 2.91370)
H (-2.40539, 0.57722, 2.69101)
H (-3.28768, 1.17505, 0.49335)
H (-1.82308, 1.23896, -1.48724)
H (0.58007, 0.62346, -1.24262)
C (4.97179, 3.39017, 1.86506)
C (5.27509, 2.59359, 3.08463)
O (4.53518, 1.89437, 3.74294)
N (6.53465, 2.84906, 3.60547)
C (6.89075, 2.30730, 4.85458)
H (4.08063, 3.05757, 1.31017)
H (5.79646, 3.37607, 1.12082)
H (4.87996, 4.39291, 2.15740)
H (7.22015, 3.30656, 2.99533)
H (6.09607, 2.52374, 5.62182)
H (7.82302, 2.71651, 5.17274)
H (6.96632, 1.17831, 4.82073)
C (4.98174, -2.50323, 9.03744)
C (4.61580, -1.10614, 8.64869)
O (4.26072, -0.24962, 9.44033)
N (4.53926, -0.88926, 7.31612)
C (4.16401, 0.46608, 6.80942)
H (4.64367, -3.23092, 8.33172)
H (4.69608, -2.79502, 9.98183)
H (6.04332, -2.56626, 9.07948)
H (4.83961, -1.60201, 6.72634)
H (4.03519, 1.09416, 7.64565)
H (3.20406, 0.41607, 6.39606)
H (4.89064, 0.84212, 6.07214)

Cartesian forces, eV/Å:
C -1.2 1.1 0.4
S -0.9 0.1 0.8
O 0.3 0.2 0.1
C -0.4 -0.7 -2.0
H 0.4 -0.1 -0.5
H 0.9 -1.4 -0.6
H 0.3 0.5 0.4
H 0.4 -0.3 0.1
H 0.1 0.4 0.3
H 0.4 0.3 1.1
C -1.5 0.5 0.1
S -2.0 -0.7 -1.1
O 1.0 0.2 0.0
C -0.3 0.4 -1.5
H -0.2 -0.1 0.6
H 0.5 0.8 0.8
H 1.6 -1.4 -0.4
H 0.6 -0.3 0.3
H 0.2 0.5 1.3
H 0.0 0.0 -0.2
C 2.1 -0.1 -0.3
S -0.6 0.6 -1.1
O 0.0 0.0 0.9
C 0.0 0.1 -1.1
H -1.2 0.1 0.8
H -1.1 -0.4 -1.0
H 0.6 -0.1 0.7
H 0.1 -0.5 0.3
H 0.3 -0.5 0.9
H -0.1 0.8 0.0
C -0.2 -0.7 -0.7
S -0.2 0.4 0.3
O 0.7 -0.4 0.0
C 1.4 -2.1 0.6
H 0.1 0.4 -0.2
H -0.5 -0.4 0.2
H 0.0 0.8 0.8
H -0.2 1.3 0.0
H -0.1 0.4 -0.3
H -0.8 0.5 -0.3
C 0.3 1.1 -0.6
S -0.9 1.3 0.9
O 0.5 -0.5 -0.8
C 0.2 -1.2 -0.1
H 0.5 -1.6 0.7
H 0.0 0.1 -0.1
H -0.2 0.2 -0.2
H 0.1 0.4 0.1
H -0.3 0.2 0.1
H -0.1 0.1 0.0
C -1.5 -0.6 0.9
S 0.7 0.2 -1.3
O -0.2 0.3 0.3
C -0.7 0.7 -0.7
H 0.0 0.2 -0.2
H 0.1 -0.1 0.0
H 1.3 -0.2 -0.5
H 0.1 -0.5 0.0
H 0.5 0.1 0.1
H -0.2 -0.4 0.8
C 0.0 -0.4 0.6
S -0.5 1.1 -0.4
O 0.0 -0.3 0.0
C 0.4 0.0 0.2
H -0.2 -0.2 -0.3
H -0.6 -0.1 0.3
H 0.4 -0.3 0.1
H 0.1 -0.1 -1.2
H -0.1 0.2 0.2
H 0.5 0.1 0.6
F -0.2 0.1 0.0
C 0.9 -1.2 1.0
C -0.4 0.0 -0.8
C 0.4 0.6 -0.6
C -0.5 0.6 -0.1
C 1.2 0.1 -0.8
C -1.2 -1.0 0.5
H -0.1 0.4 0.0
H 0.0 -0.3 0.4
H -0.3 0.1 0.4
H 0.9 -0.1 0.1
H -0.6 0.6 -0.2
F -0.2 0.9 0.0
C 0.5 -1.1 1.6
C 0.1 1.1 0.5
C -0.6 -1.1 -1.6
C 1.9 0.0 0.4
C -0.1 0.8 0.6
C -0.3 -1.0 -2.1
H -0.5 0.1 0.0
H 0.6 0.2 0.7
H -1.7 0.9 0.0
H 0.0 -1.1 -0.3
H 0.1 0.3 0.1
F -1.1 0.0 -0.3
C 1.3 0.3 0.8
C -0.3 -0.4 -0.1
C 0.9 0.7 -0.2
C -0.4 -1.0 0.2
C -0.2 0.4 0.3
C 1.8 -0.6 0.0
H -0.5 0.3 -0.1
H 0.3 -0.6 0.2
H -0.1 0.4 -0.1
H -1.1 -0.2 -0.2
H -0.6 0.8 -0.3
F -0.2 -1.1 2.0
C -0.6 0.2 -0.7
C 2.0 1.7 -1.8
C -1.7 -0.2 0.6
C 0.9 -1.8 1.4
C 0.4 0.9 -1.8
C -1.6 0.4 0.0
H -0.2 0.0 -0.4
H 0.9 0.1 -0.1
H -0.1 0.0 0.6
H -0.6 -0.3 0.8
H 0.7 0.0 -0.7
F -1.2 1.3 3.1
C 0.5 -0.6 -4.0
C 0.5 -0.1 0.7
C -0.5 0.4 -0.1
C 0.3 -0.7 0.1
C 0.2 0.1 -0.3
C -0.6 -0.8 0.3
H 0.2 -0.2 -0.1
H -0.1 -0.1 -0.1
H 0.0 0.1 -0.1
H 0.2 0.7 0.3
H 0.3 -0.1 -0.1
F -0.1 0.2 0.4
C -0.7 -0.3 0.4
C 0.6 -0.1 -1.0
C 1.2 0.1 0.4
C -0.1 -1.2 0.1
C -0.7 1.5 0.3
C 1.3 -0.1 -0.8
H 0.0 0.5 0.3
H -1.2 0.4 0.7
H 0.3 0.0 -0.3
H 0.1 -0.8 -1.0
H -0.8 -0.3 0.6
F 0.9 0.7 -0.6
C -1.8 -0.8 1.1
C -0.5 -1.4 -0.1
C 0.5 2.0 -0.7
C 0.1 -2.5 1.1
C -1.1 1.7 -0.6
C 0.9 -0.8 1.0
H 0.5 0.0 0.4
H -0.2 -0.6 -0.2
H 0.5 0.9 -0.6
H 0.8 -0.2 -0.6
H -0.5 1.1 -0.1
F 0.2 1.0 1.3
C 1.8 -3.6 -1.8
C 1.1 -0.5 0.2
C 0.4 -1.3 0.1
C 0.6 0.7 1.8
C 0.0 1.5 1.2
C -1.2 1.4 -0.9
H -1.1 1.2 0.3
H -0.9 0.6 -0.6
H -1.1 0.1 -1.2
H 0.9 -1.6 -0.7
H -0.8 0.3 0.3
F 0.2 0.3 -0.3
C -0.2 0.3 -0.2
C -1.1 1.2 1.2
C -0.2 -0.8 -0.6
C 0.7 -1.4 0.7
C 0.4 -2.0 0.5
C -0.4 1.0 -0.3
H -0.4 -0.5 0.1
H 0.7 0.6 -0.5
H -0.2 0.4 0.0
H -0.2 1.0 -0.2
H 0.6 0.0 -0.3
F 0.8 -0.2 0.1
C -0.4 1.1 -0.6
C -0.2 0.0 1.4
C 1.5 1.1 0.2
C -0.9 -0.8 1.0
C -0.6 -0.6 -0.2
C 0.4 -0.6 0.3
H -0.5 -0.1 -0.2
H -0.1 -0.3 -0.6
H -0.4 0.0 0.0
H 0.8 0.7 0.1
H -0.6 -0.4 -1.4
F 0.2 -0.2 -0.4
C -0.1 -1.4 -0.8
C -1.2 1.0 1.2
C -0.7 -2.2 -1.6
C 1.3 -0.6 -0.3
C -0.4 0.7 0.1
C 0.4 0.6 -0.9
H 0.3 -0.2 0.3
H 0.0 1.1 0.9
H 0.3 0.2 -0.4
H 0.0 0.2 0.1
H -0.2 0.8 1.9
F -0.8 0.1 0.0
C 0.2 -0.7 1.1
C 0.4 -0.5 -2.9
C 0.7 0.6 1.3
C 0.2 0.7 3.1
C 0.5 0.1 -2.5
C -0.1 0.6 0.5
H 0.4 0.1 0.1
H -0.2 0.0 -0.5
H -0.3 -0.5 -2.1
H -0.4 -0.3 0.7
H -0.6 -0.2 1.3
F 1.7 -0.8 0.5
C -0.7 1.5 -2.3
C -1.5 -0.2 2.9
C 0.6 -0.4 -0.3
C 0.7 0.3 -0.6
C 1.5 -1.5 2.6
C -1.0 0.0 0.3
H -0.3 0.3 -1.2
H 0.3 -0.2 -0.1
H -0.7 0.2 0.1
H -0.7 0.7 -1.6
H 0.1 -0.1 -0.2
C 0.1 -1.4 -1.9
C 2.1 0.7 1.2
O -1.1 -0.5 -0.3
N -0.7 0.8 -2.2
C -0.8 -1.7 1.4
H 0.2 0.1 0.6
H -0.2 -0.2 0.6
H -0.5 1.5 0.4
H -0.5 -0.4 0.7
H 0.8 0.0 -0.7
H 0.6 0.2 0.3
H 0.0 1.1 0.1
C 0.9 0.5 -1.4
C -1.5 0.2 0.1
O 0.4 0.0 0.5
N -0.3 2.3 0.7
C 1.5 -1.8 -0.3
H -0.3 -0.4 -0.6
H -1.2 -0.2 2.1
H 1.1 -0.1 -0.2
H 0.4 -1.0 -1.4
H 0.4 0.8 1.1
H -1.4 -0.2 -1.1
H -0.4 -0.2 0.4